{
  "formula": "CH3F2N3",
  "method": "ωB97M-V/def2-TZVPD",
  "homo_energy_ev": -10.3018,
  "de_lowest_kj_mol": 262.2,
  "e_tot_ha": -403.6962,
  "smiles": "N=C=NF.NF",
  "lumo_ev": 0.34,
  "gap_ev": 10.6,
  "elements": ["N", "C", "N", "F", "H", "N", "F", "H", "H"],
  "positions_angstrom": [[-1.361, 1.257, -0.419], [-0.173, 1.318, -0.392], [1.075, 1.243, -0.480], [1.916, 2.313, -0.253], [-2.003, 1.192, 0.331], [-0.008, -1.938, 0.060], [-0.480, -1.240, 1.166], [0.369, -2.816, 0.268], [0.665, -1.328, -0.281]],
  "nbo_charge": [-0.6145, 0.5909, -0.1948, -0.1992, 0.4177, -0.4071, -0.2678, 0.3361, 0.3388]
}